(1)
# C10H10ClFFe

A molecular structure, C10H10ClFFe at a distorted geometry (ωB97M-V/def2-TZVPD, OMol25).

Calculated values
LUMO (alpha / beta): 3.85 / 1.88 eV
HOMO (alpha / beta): -3.88 / -3.76 eV
2S+1: 6
E_tot: -60160.1236 eV
HOMO-LUMO gap (alpha / beta): 7.7 / 5.6 eV
total charge: -1

Geometry as XYZ:
```
23
Properties=species:S:1:pos:R:3:forces:R:3
C -1.47205 0.39332 -0.57910 -0.521 -0.919 -2.314
C -1.43736 -0.09264 -1.92145 -0.736 0.586 1.938
C -0.32563 0.51804 -2.58297 0.276 -0.152 0.730
H -2.14603 -0.79197 -2.35608 0.232 0.127 0.106
C 0.34258 1.36046 -1.63396 -1.119 0.450 1.654
C -0.37689 1.29294 -0.40287 1.398 0.631 -1.993
H -0.15480 1.85538 0.50001 0.081 -0.246 -0.191
H -2.19393 0.11106 0.18052 0.200 -0.021 -0.176
H -0.04082 0.38765 -3.62452 -0.104 0.048 0.298
H 1.24290 1.93415 -1.81954 -0.205 -0.198 0.070
Fe 1.19534 -1.52160 -1.18357 -0.787 1.164 0.161
Cl 0.05346 -2.20803 0.62201 -0.317 -0.108 0.950
C 1.86847 -3.54740 -1.76564 -0.112 0.172 -1.185
C 2.60175 -2.57974 -2.54055 -0.940 -0.891 -0.861
C 1.67010 -1.93031 -3.42539 0.429 -0.999 0.153
H 3.66929 -2.40067 -2.49250 -0.262 0.125 0.127
C 0.37462 -2.48735 -3.19772 0.553 -0.701 0.094
C 0.48970 -3.48413 -2.18337 0.873 -0.054 -0.739
H -0.31432 -4.11460 -1.82249 0.149 0.303 0.135
H 2.28731 -4.22568 -1.03076 -0.136 0.225 -0.061
H 1.92258 -1.19939 -4.18887 -0.073 -0.001 0.391
H -0.53049 -2.26375 -3.76131 0.295 0.089 0.323
F 2.41337 -0.16753 -1.16699 0.825 0.370 0.390
```
Forces are in eV/Å.

These are the Löwdin partial charges, in e, on atoms 1 to 5: C -0.18; C -0.18; C -0.13; H 0.08; C -0.16

=====

(2)
# C4H3N3

A single C4H3N3 molecule at a distorted geometry (ωB97M-V/def2-TZVPD, OMol25).

Calculated values
LUMO: -0.67 eV
HOMO: -11.17 eV
structure (SMILES): N#CC1=NCN=C1
E_tot: -8664.8571 eV
HOMO-LUMO gap: 10.5 eV

Geometry as XYZ:
```
10
Properties=species:S:1:pos:R:3:forces:R:3
C -1.01480 -0.60181 -1.81116 0.287 1.348 0.812
C 0.49441 -0.96842 0.13273 -0.658 4.797 1.586
C -0.47143 -0.07650 -0.60899 1.285 0.563 1.646
C 0.35267 0.98248 1.10805 -2.464 0.669 -0.210
N -1.08168 -1.03361 -2.85818 -0.640 -0.912 -1.678
N 0.98330 -0.27099 1.11752 0.902 -1.693 -1.148
N -0.51553 1.11552 -0.07190 -0.431 -2.322 -0.822
H 0.79134 -1.91167 -0.10948 0.582 -2.567 -0.496
H -0.39328 0.80184 1.93996 0.632 1.039 -0.322
H 0.85500 1.96317 1.16145 0.504 -0.923 0.631
```
Forces are in eV/Å.

These are the Löwdin partial charges, in e, on atoms 1 to 5: C -0.16; C -0.04; C -0.28; C -0.27; N 0.18

=====

(3)
# C20H30O15

5 unconnected molecules or ions with the total composition C20H30O15 at a distorted geometry (ωB97M-V/def2-TZVPD, OMol25).

Calculated values
LUMO (alpha / beta): -2.93 / -10.20 eV
HOMO (alpha / beta): -12.45 / -12.45 eV
2S+1: 2
E_tot: -51926.2359 eV
HOMO-LUMO gap (alpha / beta): 9.5 / 2.3 eV
total charge: +1

Geometry as XYZ:
```
65
Properties=species:S:1:pos:R:3:forces:R:3
C 2.89034 3.87307 1.99872 -2.289 -0.583 -0.902
C 1.49011 3.26088 1.50994 2.413 -0.503 1.937
C 0.32892 3.44846 2.49147 4.337 -1.774 3.549
O -0.70997 3.76133 1.76663 -4.886 0.300 -2.299
C -0.34051 4.00813 0.52423 -1.890 3.075 -2.702
O -1.09344 4.45700 -0.33662 1.320 -1.716 1.538
O 0.96416 3.91442 0.43093 0.045 1.240 -2.795
H 3.55028 4.02060 1.14384 0.018 -0.253 0.166
H 3.28689 3.14711 2.70853 0.235 0.380 0.069
H 2.67853 4.85655 2.41825 0.227 -0.124 0.316
H 1.63964 2.22850 1.19380 0.045 -0.267 0.344
H 0.57096 4.28961 3.14108 -0.018 -0.243 0.567
H 0.12936 2.50740 3.00398 0.211 0.251 0.608
C -0.87255 -2.10042 -2.57440 0.921 -1.507 -1.773
C 0.44386 -2.19887 -1.75533 -2.111 -0.234 -3.871
C 1.46756 -1.13096 -2.12043 -0.821 -0.294 -1.366
O 1.51673 -0.35833 -0.96112 -0.886 0.461 2.537
C 0.57884 -0.81426 -0.05380 1.714 1.040 3.217
O 0.52280 -0.44013 1.14216 -0.468 -0.661 -4.277
O -0.16006 -1.78488 -0.60701 1.064 0.950 4.793
H -1.39133 -1.14434 -2.50465 0.612 0.238 -0.075
H -1.57145 -2.84170 -2.18692 0.079 -0.157 -0.055
H -0.63599 -2.36129 -3.60595 -0.499 0.160 -0.299
H 0.82653 -3.21775 -1.81480 -0.031 -0.054 0.802
H 1.00152 -0.56173 -2.92472 0.367 0.403 -0.101
H 2.45669 -1.43489 -2.46299 -0.064 -0.198 0.425
C -3.64776 0.59620 -0.85504 0.786 -0.468 0.454
C -3.08668 1.01525 0.59954 -2.472 -0.072 1.372
C -4.02170 1.95589 1.44494 0.644 -1.553 0.303
O -4.25274 1.14182 2.62967 -0.594 1.152 -0.264
C -3.70707 -0.04605 2.61887 -0.210 -0.256 1.707
O -3.71286 -0.89460 3.44522 0.216 0.765 -1.551
O -2.95968 -0.12700 1.39473 0.907 0.222 -1.745
H -4.64632 0.16861 -0.76480 -0.171 0.604 0.292
H -3.07160 -0.21633 -1.29769 0.448 0.333 0.105
H -3.54867 1.52184 -1.42202 -0.280 -0.137 -0.108
H -2.18164 1.61757 0.52077 1.074 -0.521 -0.554
H -4.98484 2.17464 0.98382 0.072 0.021 -0.040
H -3.48448 2.85646 1.74239 -0.207 0.094 0.052
C 2.92576 2.92702 -1.45455 0.205 0.989 0.313
C 3.56149 2.51025 -2.76705 -3.263 -1.286 0.417
C 4.98086 2.67515 -2.81618 3.356 1.923 -0.220
O 5.53683 1.51401 -3.38030 -0.834 -2.177 -0.274
C 4.58966 0.47731 -3.30713 0.420 1.045 1.743
O 4.80885 -0.69806 -3.40730 -0.558 1.728 -0.425
O 3.40070 1.05498 -2.86169 1.211 -0.865 -0.745
H 1.95197 2.47338 -1.27008 0.266 -0.040 -0.160
H 2.82297 4.00600 -1.33903 -0.489 0.267 -0.884
H 3.59615 2.82495 -0.60117 0.114 -1.194 -0.081
H 3.01733 2.87963 -3.63627 0.064 0.350 0.067
H 5.39548 2.93485 -1.84215 0.155 -0.884 0.456
H 5.37194 3.52234 -3.37959 -0.512 0.021 -0.572
C -2.47135 -3.77433 1.72832 0.406 2.332 -1.205
C -2.41761 -5.21605 1.52858 -1.747 -1.509 -1.536
C -1.23479 -5.80611 0.71077 -1.107 3.700 -0.094
O -0.67435 -6.65831 1.59130 1.443 -3.262 -0.366
C -1.34010 -6.75351 2.71977 1.555 -0.753 4.963
O -0.94135 -7.36576 3.71453 -1.520 1.205 -3.083
O -2.34615 -5.86276 2.73546 0.897 -1.419 2.528
H -3.47470 -3.35071 1.68429 -0.110 -0.218 1.031
H -2.03773 -3.24649 0.87894 0.380 -0.186 -0.453
H -1.81884 -3.45202 2.53977 -0.533 -0.020 0.410
H -3.37694 -5.64565 1.24011 -0.190 0.662 -1.450
H -0.50140 -5.00143 0.65838 0.045 0.238 -0.928
H -1.58705 -6.11653 -0.27292 0.486 -0.763 0.166
```
Forces are in eV/Å.

These are the Löwdin partial charges, in e, on atoms 1 to 5: C 0.03; C -0.30; C -0.16; O 0.09; C -0.56

=====

(4)
# HOP

A single HOP molecule at a distorted geometry (ωB97M-V/def2-TZVPD, OMol25).

Calculated values
LUMO: -1.33 eV
HOMO: -9.91 eV
structure (SMILES): O=P
E_tot: -11351.1598 eV
HOMO-LUMO gap: 8.6 eV

Geometry as XYZ:
```
3
Properties=species:S:1:pos:R:3:forces:R:3
O -1.09932 0.51148 0.00471 1.728 -2.888 0.016
P -0.12006 -0.68068 0.00883 -0.509 4.234 -0.043
H 1.21938 0.16920 -0.01354 -1.218 -1.347 0.027
```
Forces are in eV/Å.

Here is what Löwdin gives for the atomic charges, in e: O -0.64; P 0.75; H -0.11

=====

(5)
# C36H51Br2GeN4OPb

A molecular structure, C36H51Br2GeN4OPb (ωB97M-V/def2-TZVPD, OMol25).

Calculated values
LUMO: -7.74 eV
HOMO: -16.15 eV
E_tot: -247995.0397 eV
HOMO-LUMO gap: 8.4 eV
total charge: +3

Geometry as XYZ:
```
96
Properties=species:S:1:pos:R:3:forces:R:3
Pb 1.11383 0.35946 0.02604 -0.059 -0.122 0.015
C -5.14451 -0.17145 4.10164 0.000 -0.005 0.001
C -5.05756 0.51602 2.72979 -0.002 0.006 -0.003
C -5.33246 2.02082 2.88523 -0.003 -0.001 0.004
C -6.11084 -0.08981 1.80319 0.000 0.002 -0.002
C -3.64889 0.34342 2.18674 0.008 -0.004 0.003
C -2.54650 0.80673 2.91223 -0.004 0.005 0.000
C -1.28156 0.66485 2.39268 0.007 0.010 0.000
N -1.03806 0.07966 1.21274 -0.023 0.000 -0.044
C -2.07387 -0.38031 0.50160 -0.005 0.000 -0.002
C -3.37774 -0.25587 0.95957 -0.006 0.005 -0.003
C -1.74648 -1.00454 -0.81142 0.015 -0.019 0.013
C -2.68759 -1.70601 -1.53895 -0.004 -0.012 0.003
C -2.37580 -2.27990 -2.77424 -0.001 -0.001 0.005
C -1.06616 -2.11576 -3.21402 -0.001 -0.004 -0.003
C -0.16674 -1.41689 -2.43539 -0.008 -0.002 0.004
N -0.48193 -0.86430 -1.26081 -0.013 0.032 -0.040
C -3.43630 -3.03423 -3.55760 0.005 0.003 -0.001
C -4.59992 -2.07341 -3.85232 0.001 -0.005 -0.001
C -3.93633 -4.20903 -2.70152 -0.003 -0.002 -0.002
C -2.89073 -3.57582 -4.87807 0.001 0.002 -0.002
H -6.15268 -0.05539 4.49880 0.000 0.001 0.001
H -4.45555 0.26489 4.82543 0.002 -0.001 -0.001
H -4.93435 -1.23950 4.02388 -0.001 -0.001 0.000
H -6.33910 2.16531 3.27719 0.000 0.000 0.000
H -5.26713 2.53634 1.92532 0.000 0.000 0.000
H -4.63695 2.49363 3.57960 0.000 0.001 0.000
H -7.09641 0.04681 2.24624 0.000 0.002 -0.001
H -5.96455 -1.16334 1.66471 -0.002 -0.001 0.001
H -6.12687 0.39789 0.82597 0.002 -0.002 -0.001
H -2.67222 1.28544 3.87294 0.000 0.000 0.000
H -0.41785 1.03345 2.93581 0.000 0.002 0.001
H -4.19611 -0.60907 0.35354 0.002 -0.002 -0.003
H -3.68419 -1.82628 -1.14299 0.000 0.004 0.003
H -0.73144 -2.52840 -4.15395 -0.001 0.002 -0.002
H 0.85526 -1.29482 -2.76670 -0.005 -0.003 0.002
H -5.06953 -1.70437 -2.93922 -0.001 0.002 0.000
H -5.36457 -2.59808 -4.42477 -0.001 -0.001 0.002
H -4.26725 -1.21696 -4.44125 0.000 -0.001 -0.002
H -4.39765 -3.87449 -1.77117 0.003 0.002 0.002
H -3.12365 -4.89520 -2.45743 0.000 -0.002 -0.002
H -4.68993 -4.76508 -3.25886 -0.001 0.002 0.001
H -2.53954 -2.77654 -5.53362 -0.001 0.000 0.000
H -3.68661 -4.10031 -5.40517 0.001 -0.002 0.001
H -2.07920 -4.28943 -4.72276 0.001 0.000 0.000
Br 5.70549 -3.53357 -3.89600 0.000 0.000 -0.001
C 4.55659 -2.50404 -2.84939 -0.007 0.003 -0.001
C 4.34288 -1.16449 -3.14478 0.004 -0.002 -0.001
C 3.47180 -0.46371 -2.33647 0.006 -0.003 0.003
N 2.83145 -1.00586 -1.29694 -0.039 -0.007 -0.040
C 3.05249 -2.29391 -0.99825 -0.001 0.009 0.014
C 3.90869 -3.07401 -1.76125 0.009 -0.001 0.007
C 2.33837 -2.83453 0.19735 -0.017 -0.008 -0.026
C 2.52731 -4.14072 0.61932 -0.006 -0.008 -0.003
C 1.84320 -4.60198 1.73599 0.000 0.006 -0.001
Br 2.08028 -6.35655 2.31963 -0.001 0.000 0.000
C 0.98703 -3.74180 2.40503 -0.001 -0.002 0.001
C 0.85780 -2.45619 1.91985 0.001 0.007 0.012
N 1.50945 -1.99890 0.84666 0.005 0.012 -0.005
H 4.83530 -0.68550 -3.97860 0.001 0.001 0.000
H 3.27213 0.58346 -2.53478 -0.001 -0.003 -0.002
H 4.08540 -4.11333 -1.53363 0.003 0.000 0.004
H 3.19556 -4.81062 0.10197 -0.001 -0.001 -0.002
H 0.43580 -4.05993 3.27787 0.001 0.000 0.001
H 0.19273 -1.75937 2.41261 0.005 -0.002 0.002
C 0.91642 1.73258 -4.02779 0.008 0.000 -0.011
C 1.07495 2.61646 -2.80926 0.017 0.059 0.034
O 0.22433 2.24717 -1.71447 -0.063 -0.110 -0.045
C -1.17309 2.49432 -1.96967 0.003 0.023 -0.001
C -1.83496 3.02877 -0.72092 -0.003 0.012 -0.008
H 1.59901 2.06192 -4.81197 -0.002 0.000 -0.003
H -0.09444 1.78507 -4.43186 0.000 -0.003 0.001
H 1.13935 0.68874 -3.79961 0.000 0.018 -0.002
H 0.87493 3.66057 -3.06364 0.013 0.003 0.007
H 2.09351 2.57463 -2.41405 0.003 -0.013 -0.005
H -1.64316 1.56848 -2.31558 -0.006 0.002 0.004
H -1.25445 3.22696 -2.77552 0.004 -0.004 -0.004
H -1.79861 2.31168 0.09969 0.009 -0.007 0.010
H -2.88336 3.24715 -0.92643 -0.002 -0.009 0.003
H -1.35316 3.95163 -0.39922 -0.006 0.004 -0.002
C 5.70296 4.28314 5.67133 0.021 -0.004 0.007
Ge 5.91271 4.34956 3.76828 0.052 0.072 0.057
C 7.66534 2.68234 3.03589 -0.002 -0.008 -0.008
C 6.19187 6.04627 2.92428 0.021 0.001 0.000
C 6.12454 2.73895 2.76932 0.085 0.058 0.048
H 6.58393 4.71993 6.14525 -0.001 0.003 -0.001
H 5.55182 3.26958 6.03277 0.001 -0.003 -0.006
H 4.84878 4.90706 5.94355 -0.003 -0.007 0.005
H 8.07255 3.52371 3.63750 0.005 0.007 0.002
H 8.22583 2.71911 2.10575 0.002 -0.002 0.001
H 7.93393 1.79122 3.59654 0.001 0.001 0.002
H 6.97346 6.59611 3.44974 -0.001 -0.001 0.003
H 5.26847 6.62343 3.02052 0.002 0.002 -0.008
H 6.44595 5.94223 1.87265 0.002 -0.007 0.001
H 5.60692 1.88283 3.18864 -0.012 0.008 0.008
H 5.89817 2.84385 1.71346 -0.014 0.010 0.003
```
Forces are in eV/Å.

These are the Löwdin partial charges, in e, on atoms 1 to 5: Pb 1.45; C -0.03; C -0.55; C -0.02; C -0.05

=====

(6)
# C5H15NO2

3 unconnected molecules or ions with the total composition C5H15NO2 at a distorted geometry (ωB97M-V/def2-TZVPD, OMol25).

Calculated values
LUMO: 0.59 eV
HOMO: -7.74 eV
structure (SMILES): CC(C)=C(C)N.O.O
E_tot: -11011.4159 eV
HOMO-LUMO gap: 8.3 eV

Geometry as XYZ:
```
23
Properties=species:S:1:pos:R:3:forces:R:3
C -1.59202 2.13766 -0.50846 0.513 -1.658 -1.749
N 1.08022 0.83819 -0.73316 1.578 -4.236 -0.278
C -0.06429 0.10119 -0.33082 -1.245 0.543 -0.270
C -1.29271 0.69042 -0.32033 2.140 -1.275 0.888
C -2.36514 -0.10213 0.22754 -4.335 -2.465 1.853
C 0.22380 -1.38273 -0.13239 2.317 0.791 -0.730
H -1.50153 2.50746 0.45406 0.914 1.726 1.797
H -2.66338 2.23271 -0.65045 -0.004 0.272 -1.044
H -0.88699 2.47404 -1.29904 -0.955 0.796 0.622
H 1.00385 1.76121 -0.56733 -0.257 3.744 0.598
H 2.00015 0.48662 -0.37458 -1.515 0.364 -0.322
H -3.14108 0.43518 0.90565 0.913 0.085 -1.764
H -2.17179 -0.84141 1.05236 0.868 0.166 -1.149
H -2.96440 -0.71000 -0.56017 0.687 1.079 1.190
H 0.29189 -1.86029 -1.13374 -0.037 0.155 0.581
H 1.25784 -1.34781 0.28076 -0.317 -0.464 -0.427
H -0.24794 -2.06538 0.54557 -1.153 0.342 0.290
H 0.07197 -1.21480 5.07523 -0.594 0.625 1.541
H -0.48145 -0.48804 3.69874 0.960 -1.215 1.680
O 0.08503 -1.18331 4.14501 -0.368 0.597 -3.264
H 2.78005 -1.36733 -3.32511 -0.195 1.071 0.824
H 2.81505 -0.05840 -2.37773 -2.577 1.582 1.696
O 3.26727 -0.62638 -2.92069 2.664 -2.625 -2.564
```
Forces are in eV/Å.

These are the Löwdin partial charges, in e, on atoms 1 to 5: C -0.05; N 0.08; C -0.33; C -0.36; C -0.13